103
Properties=species:S:1:pos:R:3:forces:R:3:mulliken_charge:R:1 method="wB97M-V/def2-TZVPD" e_lumo_ev=3.87 e_tot_ev=-57511.055 e_homo_ev=-1.83 de_lowest_kj_mol=37.30 charge=-2 orbital_gap_ev=5.701
Cs 0.298 0.032 1.266 -0.136 0.060 -0.237 1.03
O -1.626 2.263 0.655 0.117 -0.126 0.084 -0.30
O -3.520 -1.719 -0.836 -0.050 -0.072 0.021 -0.62
O 3.082 0.305 2.184 -0.350 0.049 0.042 -0.47
O -1.072 -2.418 1.965 0.068 -0.006 -0.175 -0.79
N -1.410 1.130 -2.928 0.026 0.012 0.004 -0.22
N -5.243 -0.620 -1.825 -0.052 -0.019 0.029 0.19
N 0.642 -3.131 -1.797 0.022 0.108 -0.012 -0.59
N 1.697 0.561 -2.240 -0.016 0.004 -0.007 1.11
N -4.717 -0.273 0.450 0.012 -0.024 -0.116 0.25
C 5.310 1.285 5.534 0.030 -0.030 -0.004 -1.12
C -3.728 -0.350 1.518 -0.056 -0.056 0.109 -0.97
C 4.439 -2.413 2.664 -0.019 -0.004 -0.009 -1.41
C 1.268 -5.801 1.427 0.009 0.002 -0.015 -0.66
C -6.734 0.738 -0.461 -0.037 -0.006 0.006 -0.92
C -4.431 -0.911 -0.735 0.081 0.166 0.063 0.29
C -3.251 3.988 0.487 0.036 -0.027 -0.011 -0.90
C 0.520 2.573 -3.197 0.001 0.023 0.005 -0.53
C -4.784 -1.055 -3.125 0.026 0.010 -0.012 -1.10
C 5.746 -0.779 1.261 0.000 0.005 -0.023 -1.12
C 0.858 1.642 4.295 0.103 0.018 0.031 -1.00
C 2.092 2.467 3.880 0.025 0.023 0.057 0.60
C 3.375 1.684 4.107 0.025 -0.011 -0.007 0.37
C 1.077 -4.916 0.388 -0.019 0.021 0.040 -0.55
C -0.921 2.303 -3.632 -0.007 -0.024 0.004 -0.85
C -2.494 2.887 -0.029 -0.023 -0.004 -0.001 -0.31
C 1.467 1.390 -3.417 0.027 -0.025 0.011 -0.98
C 1.609 -1.635 -3.481 0.013 -0.020 -0.037 -1.29
C -2.787 2.518 -1.385 -0.027 0.004 -0.011 0.17
C -4.174 4.663 -0.283 -0.031 0.010 -0.014 -0.48
C 4.957 -0.103 3.570 -0.039 0.098 -0.079 0.31
C 1.980 3.110 2.490 0.073 -0.032 0.040 -1.30
C 0.629 -5.533 2.647 0.000 -0.021 0.028 -0.28
C 4.152 1.984 5.218 -0.046 0.039 -0.015 -0.72
C -3.713 3.227 -2.137 0.010 -0.043 0.001 0.23
C -0.371 -3.461 1.760 0.065 0.010 0.004 -0.08
C 5.424 -1.241 2.686 0.050 -0.049 0.035 0.60
C 2.387 -0.681 -2.585 0.027 0.032 0.030 -0.71
C -0.157 -4.422 2.809 -0.024 0.062 0.006 -0.66
C 0.332 -2.184 -2.854 -0.048 -0.003 0.018 0.35
C 5.689 0.242 4.691 0.001 0.017 0.014 -0.65
C 2.490 1.288 -1.264 0.067 -0.025 0.019 -0.87
C -4.423 4.301 -1.610 -0.001 0.018 0.022 -1.15
C 3.760 0.615 3.228 0.051 0.002 -0.026 0.05
C -6.174 0.491 -1.845 0.011 -0.016 -0.011 -0.28
C 0.283 -3.769 0.513 -0.048 -0.001 -0.158 0.29
C -5.584 0.890 0.510 0.003 -0.014 0.018 0.03
C -2.147 1.283 -1.905 -0.024 -0.015 0.029 -0.33
C 0.100 -2.913 -0.664 -0.002 -0.017 0.123 0.43
H 4.848 -0.371 0.797 0.019 -0.005 0.003 -0.16
H 3.451 1.630 -1.693 -0.001 0.002 0.004 0.36
H 2.445 1.757 -3.790 -0.007 0.012 -0.006 0.45
H -5.630 -1.417 -3.716 -0.013 0.010 -0.002 0.32
H -3.140 -1.259 1.437 0.061 -0.047 -0.061 0.52
H 3.502 -2.117 2.195 0.003 0.006 0.008 0.13
H -0.642 -4.212 3.756 0.006 -0.010 0.006 0.38
H -5.958 0.964 1.535 0.000 0.019 -0.002 0.42
H -4.251 -0.354 2.479 -0.012 -0.008 -0.027 0.27
H 2.130 3.306 4.586 -0.016 0.004 -0.008 0.40
H -3.898 2.912 -3.161 -0.012 -0.003 -0.005 0.57
H -0.938 2.085 -4.706 0.005 -0.003 -0.002 0.43
H 1.957 2.164 -0.893 -0.005 0.004 -0.012 0.19
H -7.344 1.644 -0.463 -0.003 0.002 -0.003 0.43
H 1.369 -1.164 -4.438 0.003 0.007 0.001 0.38
H 6.590 -0.327 4.913 0.003 0.009 0.011 0.28
H 1.545 -5.084 -0.575 0.002 -0.009 0.000 0.40
H -0.558 -2.043 -0.554 -0.164 -0.155 0.131 0.44
H -5.149 4.836 -2.210 0.000 0.004 -0.003 0.38
H -0.301 -1.353 -2.514 0.012 -0.002 0.003 -0.41
H 2.270 -2.478 -3.708 -0.004 -0.006 0.013 0.46
H 2.615 -1.198 -1.648 -0.012 -0.009 0.000 0.45
H -6.977 0.243 -2.548 -0.004 0.002 0.003 0.39
H 1.898 -6.674 1.306 -0.003 -0.003 0.010 0.34
H 6.107 -1.616 0.655 0.004 -0.006 0.007 0.45
H 0.846 1.545 5.383 -0.040 0.004 0.001 0.38
H 4.215 -2.752 3.678 0.007 0.001 0.004 0.33
H -4.061 -1.855 -2.994 -0.004 0.000 0.000 0.34
H -3.064 4.273 1.516 -0.003 0.007 0.000 0.39
H 2.091 2.386 1.686 0.012 -0.058 0.086 0.04
H 6.360 -1.609 3.128 -0.010 -0.003 0.005 0.45
H 3.363 -0.450 -3.058 -0.006 0.004 -0.019 0.30
H 2.724 0.656 -0.408 0.056 -0.016 0.058 -0.20
H 6.515 -0.002 1.268 -0.003 0.005 0.006 0.34
H -3.065 0.521 1.488 0.048 0.020 -0.014 0.13
H 0.888 3.442 -3.752 -0.004 -0.001 -0.005 0.22
H -2.345 0.372 -1.333 0.030 0.055 -0.041 0.49
H -5.685 1.402 -2.213 0.018 0.014 0.000 0.03
H 1.045 0.766 -4.204 -0.009 0.001 0.005 0.27
H 0.504 2.860 -2.143 -0.012 -0.007 0.003 0.16
H 4.853 -3.258 2.106 -0.006 0.002 -0.011 0.44
H 2.788 3.838 2.371 -0.023 0.023 -0.022 0.36
H 0.764 -6.212 3.485 0.000 -0.003 -0.005 0.33
H -4.721 5.492 0.157 -0.003 0.004 -0.010 0.32
H -4.298 -0.235 -3.668 0.002 -0.010 -0.001 0.28
H 1.025 3.630 2.372 -0.011 -0.010 0.009 0.40
H -0.227 -2.715 -3.634 0.007 -0.012 0.001 0.36
H -1.517 3.204 -3.459 -0.003 0.011 0.001 0.47
H -7.364 -0.104 -0.160 0.003 0.003 -0.004 0.31
H -5.024 1.811 0.301 0.006 -0.004 -0.020 -0.20
H 3.830 2.801 5.861 0.006 -0.005 0.007 0.30
H 0.887 0.624 3.907 0.116 0.044 -0.002 -0.06
H -0.079 2.113 3.980 0.037 0.012 -0.017 0.34
H 5.897 1.542 6.407 -0.002 -0.002 0.001 0.32

111
Properties=species:S:1:pos:R:3:forces:R:3:mulliken_charge:R:1 method="wB97M-V/def2-TZVPD" smiles="C[N+](=O)[O-].C[N+](=O)[O-].C[N+](=O)[O-].c1cc[nH]c1.c1cc[nH]c1.c1cc[nH]c1.c1cc[nH]c1.c1cc[nH]c1.c1cc[nH]c1.c1cc[nH]c1.c1cc[nH]c1.c1cc[nH]c1" e_lumo_ev=-0.13 e_tot_ev=-71473.188 e_homo_ev=-8.17 charge=0 orbital_gap_ev=8.040
O 5.823 -6.303 22.833 0.401 0.569 0.069 -0.75
O 6.437 -3.060 24.871 -1.738 0.469 0.817 -0.29
O 7.149 -6.147 24.515 -0.194 1.019 -2.166 -0.64
O 9.207 -0.013 22.439 1.489 0.154 -0.980 -0.51
O 4.488 -2.843 25.890 -0.159 0.459 -0.647 -0.50
O 8.628 -0.109 24.502 -0.326 -0.061 -0.673 -0.59
N 5.639 -3.156 25.822 2.683 -1.616 0.792 0.67
N 7.061 -3.573 19.180 -0.525 0.883 0.395 2.13
N 10.257 -3.220 22.409 -1.612 1.291 -2.268 0.34
N 4.721 -1.775 16.948 -0.533 0.306 -0.119 0.24
N 12.716 -4.020 18.344 -1.148 0.195 -1.222 0.07
N 6.893 3.344 16.656 -1.368 -0.431 -0.436 0.12
N 8.388 -0.147 23.305 -0.720 -0.391 1.507 0.85
N 5.891 -6.358 20.076 -0.521 -0.254 1.490 0.10
N 3.511 -2.633 20.071 0.246 1.183 -1.103 0.22
N 6.439 2.235 19.754 -0.141 -0.996 -0.165 0.62
N 11.446 0.394 20.329 -0.587 1.653 3.149 0.12
N 6.820 -5.828 23.356 0.645 0.000 1.382 1.22
C 8.013 -3.713 18.255 1.218 0.604 -0.172 -1.36
C 11.086 -0.438 19.324 0.375 0.252 -0.982 0.41
C 12.315 1.380 19.870 -0.168 -1.053 -0.907 -0.57
C 11.946 -4.601 17.320 0.356 2.227 1.190 -0.49
C 8.512 -2.459 17.987 -1.006 0.429 -0.299 -0.74
C 4.994 3.321 21.021 0.171 -0.413 0.168 -0.97
C 4.439 2.053 20.648 0.894 0.217 -0.262 -0.25
C 7.052 -7.054 19.815 0.426 0.024 0.213 -0.01
C 13.227 -5.011 19.114 1.018 -0.573 1.445 -0.68
C 5.218 -6.148 18.909 -1.105 -1.093 -1.260 -0.49
C 4.083 -3.311 21.044 1.683 -3.171 1.182 -0.93
C 11.754 -0.042 18.172 0.185 -0.732 0.226 -0.56
C 6.850 -2.241 19.474 0.725 -0.154 -0.343 -0.17
C 12.545 1.066 18.532 1.427 2.233 0.126 -0.67
C 3.327 -3.490 16.914 -0.866 -0.382 -0.149 -0.65
C 9.950 -3.536 21.084 0.831 -0.345 0.264 -0.36
C 8.215 3.536 16.818 1.470 -0.173 1.370 -0.70
C 5.951 -6.757 17.884 -1.038 1.001 -0.572 -0.50
C 10.519 -4.772 20.847 0.387 0.015 -1.173 0.92
C 2.555 -2.267 17.117 -0.182 -1.905 -0.495 -0.44
C 6.273 -3.871 27.053 -0.824 1.359 -0.386 -0.76
C 11.952 -5.924 17.501 0.955 0.377 0.355 -0.61
C 3.196 -1.502 21.935 -0.506 1.030 0.227 -1.11
C 4.630 -3.127 16.771 0.933 -0.984 0.576 -0.27
C 7.745 -1.474 18.735 0.366 -2.219 -0.311 -0.62
C 6.243 3.331 20.476 1.297 2.716 0.032 -0.42
C 7.781 1.356 16.430 2.867 -0.111 2.039 -0.20
C 12.808 -6.203 18.581 0.109 -0.912 -0.087 -0.32
C 3.911 -2.707 22.250 -0.817 1.533 -0.749 -0.50
C 10.907 -4.206 22.988 1.403 -2.137 0.492 -0.65
C 11.195 -5.187 22.003 -0.783 -0.106 2.028 -1.17
C 6.607 1.985 16.462 0.730 2.559 -0.391 -1.12
C 7.018 -0.354 22.801 -0.480 1.701 -0.882 0.01
C 7.117 -7.281 18.462 0.415 0.005 0.485 -1.06
C 3.458 -1.265 17.155 -0.057 0.366 -0.366 -0.66
C 7.774 -4.854 22.560 0.201 -0.045 2.884 0.46
C 8.846 2.291 16.859 -0.988 0.209 -0.973 -0.16
C 3.060 -1.451 20.549 -1.133 -0.138 0.604 -0.43
C 5.370 1.417 19.825 -1.452 -0.032 0.875 -0.81
H 9.176 -2.265 17.178 0.678 0.266 -0.161 0.63
H 8.597 4.554 17.009 -0.211 -0.870 -0.068 0.36
H 10.357 -1.216 19.393 -0.114 -0.187 0.438 -0.02
H 7.036 4.113 20.451 -0.927 -0.663 0.193 0.42
H 3.174 -0.232 17.179 0.625 0.440 0.193 0.41
H 7.753 -3.822 22.984 -0.474 -1.117 0.282 -0.03
H 8.771 -5.268 22.815 -0.606 0.171 -0.710 0.31
H 7.971 -7.727 17.983 -0.054 -0.141 -0.190 0.48
H 4.644 -4.241 20.888 -0.529 0.486 -0.197 0.72
H 13.272 1.707 17.943 -1.186 -1.222 0.468 0.30
H 7.503 -4.729 21.553 -0.401 -0.721 -1.222 -0.48
H 11.779 -0.600 17.230 -0.211 0.447 0.388 0.38
H 11.039 0.446 21.336 0.794 -0.496 -2.766 0.25
H 10.571 -5.323 19.891 -0.277 0.596 0.615 0.52
H 5.336 0.445 19.355 0.048 0.130 0.037 0.59
H 6.102 -2.025 20.196 -0.484 0.473 0.359 -0.14
H 4.268 -3.029 23.194 0.110 -0.242 0.575 0.47
H 6.620 -4.819 26.724 0.066 -0.818 -0.386 0.26
H 6.529 -4.358 19.493 -0.454 -0.162 0.353 -0.90
H 2.709 -0.792 22.639 0.827 -0.553 -0.631 0.40
H 7.954 -0.422 18.672 -0.352 0.206 0.337 0.61
H 7.114 -3.288 27.387 0.277 0.364 -0.174 0.30
H 7.181 2.129 19.127 1.325 -0.315 -0.966 -0.02
H 11.625 -6.183 22.186 -0.101 0.825 -0.122 0.41
H 6.353 -0.744 23.523 -0.431 -0.111 1.113 0.17
H 6.207 4.080 16.755 0.125 -0.279 -0.192 0.23
H 4.632 4.160 21.603 -0.328 -0.483 0.070 0.40
H 3.016 -4.549 16.904 -0.126 0.929 -0.188 0.48
H 1.467 -2.177 17.101 0.497 0.011 0.240 0.39
H 5.500 -3.818 16.654 -0.753 1.109 0.172 0.35
H 13.092 -7.247 18.709 0.206 0.518 0.867 0.38
H 5.563 -1.288 17.176 0.490 0.154 -0.114 0.20
H 3.503 -2.821 19.088 0.189 -0.428 -0.391 0.65
H 9.888 2.061 17.166 -0.938 0.218 -0.670 0.27
H 3.554 1.624 21.041 -0.740 -0.283 -0.025 0.52
H 11.538 -6.640 16.894 -0.977 -1.435 -1.362 0.60
H 12.731 2.210 20.463 -0.480 -0.871 -0.204 0.40
H 11.504 -3.915 16.631 -0.386 -0.076 -0.380 0.45
H 5.660 1.682 16.174 -1.631 -0.516 -0.261 0.53
H 5.535 -3.902 27.841 -0.264 -0.189 -0.066 0.31
H 9.499 -2.866 20.368 -0.161 0.114 0.366 -0.50
H 13.849 -4.859 20.028 -0.693 0.145 -1.163 0.34
H 7.961 0.311 16.368 -0.122 -0.672 -0.315 0.67
H 6.710 0.685 22.446 0.143 -1.504 0.254 0.19
H 7.818 -7.302 20.565 -0.757 0.267 -0.265 0.44
H 5.453 -6.294 21.035 0.982 0.036 -1.481 0.15
H 8.361 -4.686 17.962 -0.080 -0.086 -0.240 0.49
H 9.967 -2.365 22.839 0.025 0.211 0.239 0.03
H 2.565 -0.833 19.803 -0.001 0.266 0.756 0.46
H 5.661 -6.773 16.814 0.274 0.029 0.979 0.42
H 10.981 -4.176 24.075 0.557 -0.228 -0.421 0.40
H 7.067 -1.066 21.991 0.192 0.167 -0.398 -0.21
H 4.155 -5.809 18.871 1.315 -0.096 0.231 0.46
H 12.563 -3.033 18.538 0.574 -0.421 0.363 0.29